Record 1
DFT (the ωB97M-V functional and the def2-TZVPD basis) results for one molecule with the formula CH3N4P in a non-equilibrium geometry.

Cartesian coordinates (Å):
P -0.31091 -0.23492 -0.86737
N -1.31226 -0.57121 0.52043
N 0.92650 -1.21099 -0.22375
N 1.65468 0.82304 0.24434
N 1.83188 -0.55227 0.28736
C 0.54500 1.22173 -0.29600
H -2.35346 -0.09753 0.41324
H -1.35311 -1.58321 0.54251
H 0.37169 2.20536 -0.62075

For the HOMO energy, the calculation gives -9.2 eV. As for the spin multiplicity: 1. For the HOMO-LUMO gap, the calculation gives 8.101 eV. The value obtained for the relative energy (zero: lowest compared OMol25 entry of this formula, charge and spin) is 11.0 kJ/mol. Its structure (SMILES) is NP1=CN=NN=1. Its total charge is 0.

natural (NBO) atomic charge list, values in e, 5 entries: P 1.01; N -1.11; N -0.42; N -0.27; N 0.03

Record 2
DFT (the ωB97M-V functional and the def2-TZVPD basis) results for an isolated ion of composition CH3N4Si and charge -1 in a non-equilibrium geometry.

Cartesian coordinates (Å):
Si -0.02286 -0.12537 1.63437
N -0.12450 0.95107 -0.93791
N -0.36557 0.79223 -2.23613
N -0.01532 -0.43904 -2.58497
N 0.43621 -1.09860 -1.50209
C 0.38917 -0.21684 -0.54210
H -1.33894 0.35244 1.81237
H 0.75950 1.08018 1.89378
H 0.28231 -1.29606 2.46268

For the HOMO energy, the calculation gives -4.8 eV. As for the spin multiplicity: 1. For the HOMO-LUMO gap, the calculation gives 8.508 eV. The value obtained for the relative energy (zero: lowest compared OMol25 entry of this formula, charge and spin) is 136.9 kJ/mol. Its total charge is -1.

natural (NBO) atomic charge list, values in e, 5 entries: Si 0.76; N -0.44; N -0.18; N -0.19; N -0.42

Question: Number 2 is which compound?
Answer: CH3N4Si

Please write out number 2 again, unchanged.
DFT (the ωB97M-V functional and the def2-TZVPD basis) results for an isolated ion of composition CH3N4Si and charge -1 in a non-equilibrium geometry.

Cartesian coordinates (Å):
Si -0.02286 -0.12537 1.63437
N -0.12450 0.95107 -0.93791
N -0.36557 0.79223 -2.23613
N -0.01532 -0.43904 -2.58497
N 0.43621 -1.09860 -1.50209
C 0.38917 -0.21684 -0.54210
H -1.33894 0.35244 1.81237
H 0.75950 1.08018 1.89378
H 0.28231 -1.29606 2.46268

For the HOMO energy, the calculation gives -4.8 eV. As for the spin multiplicity: 1. For the HOMO-LUMO gap, the calculation gives 8.508 eV. The value obtained for the relative energy (zero: lowest compared OMol25 entry of this formula, charge and spin) is 136.9 kJ/mol. Its total charge is -1.

natural (NBO) atomic charge list, values in e, 5 entries: Si 0.76; N -0.44; N -0.18; N -0.19; N -0.42

Question: Which formula does entry 1 have?
Answer: CH3N4P